Below is a molecular structure, C48H108Fe2N12O19S at a distorted geometry, with properties calculated with the ωB97M-V functional and the def2-TZVPD basis.

Its HOMO energy (spin up / spin down) is -11.6 / -10.6 eV. As for the strongest force on any atom: 0.0972 Eh/bohr. The lowest unoccupied orbital energy (spin up / spin down) is -3.04 / -3.04 eV. As for the total energy: -6905.5091 hartree. The calculation puts the HOMO-LUMO gap (spin up / spin down) at 8.6 / 7.5 eV.

```
! wB97M-V def2-TZVPD RIJCOSX def2/J DEFGRID3
* xyz 2 9
Fe 20.948 2.123 -8.919
Fe 24.927 5.221 -10.992
S 23.700 3.786 -9.234
O 23.926 3.688 -7.824
O 22.458 3.020 -9.562
O 23.501 5.146 -9.704
O 24.848 3.442 -10.045
C 19.156 -0.470 -7.885
O 19.753 0.541 -8.289
N 18.407 -1.237 -8.716
C 17.318 -2.141 -8.178
C 18.365 -1.225 -10.187
H 19.241 -0.833 -6.849
H 17.438 -3.146 -8.584
H 16.396 -1.741 -8.600
H 17.211 -2.247 -7.098
H 19.354 -1.100 -10.628
H 18.012 -2.213 -10.484
H 17.729 -0.429 -10.576
C 22.110 7.655 -7.907
O 20.967 7.594 -7.561
N 22.759 8.752 -8.384
C 24.201 8.587 -8.547
C 21.978 9.831 -9.025
H 22.877 6.928 -7.598
H 24.752 7.971 -7.836
H 24.691 9.555 -8.454
H 24.442 7.940 -9.391
H 20.979 10.055 -8.650
H 22.555 10.738 -8.844
H 21.740 9.564 -10.055
C 23.217 0.899 -6.985
O 22.277 1.130 -7.817
N 22.991 0.761 -5.737
C 24.083 0.620 -4.702
C 21.648 1.099 -5.191
H 24.270 0.975 -7.299
H 25.032 0.250 -5.090
H 23.830 -0.135 -3.956
H 24.152 1.467 -4.020
H 21.546 2.131 -4.856
H 20.679 0.795 -5.587
H 21.592 0.651 -4.199
C 21.039 0.796 -11.960
O 20.986 1.049 -10.768
N 22.003 0.118 -12.631
C 22.099 0.165 -14.097
C 23.113 -0.540 -11.871
H 20.327 1.133 -12.728
H 22.917 0.819 -14.400
H 21.202 0.592 -14.544
H 22.235 -0.838 -14.501
H 23.109 -1.600 -12.128
H 24.125 -0.173 -12.042
H 23.048 -0.393 -10.793
C 27.212 4.133 -12.935
O 26.615 4.685 -12.020
N 27.229 2.802 -13.004
C 28.165 2.199 -13.849
C 26.622 1.923 -11.999
H 27.626 4.659 -13.808
H 28.508 2.846 -14.656
H 27.902 1.221 -14.251
H 28.975 2.012 -13.144
H 25.547 2.102 -12.000
H 26.970 0.894 -12.097
H 26.923 2.401 -11.067
C 18.788 3.738 -14.113
O 19.962 3.646 -13.684
N 18.482 4.548 -15.151
C 17.145 4.386 -15.736
C 19.598 5.174 -15.879
H 17.901 3.261 -13.667
H 16.555 3.656 -15.181
H 17.245 4.002 -16.751
H 16.726 5.388 -15.652
H 19.710 4.601 -16.800
H 19.248 6.158 -16.191
H 20.499 5.347 -15.290
C 26.568 5.871 -8.326
O 26.288 6.076 -9.534
N 27.530 6.542 -7.619
C 27.566 6.435 -6.184
C 28.549 7.390 -8.297
H 25.876 5.265 -7.722
H 26.761 5.832 -5.764
H 27.354 7.375 -5.675
H 28.530 5.988 -5.939
H 28.447 7.361 -9.382
H 28.431 8.397 -7.897
H 29.533 7.140 -7.902
C 18.396 3.719 -10.287
O 19.127 3.008 -9.626
N 18.755 4.951 -10.749
C 17.868 5.860 -11.529
C 20.107 5.532 -10.531
H 17.310 3.558 -10.370
H 17.626 6.695 -10.872
H 16.989 5.248 -11.731
H 18.362 6.086 -12.474
H 20.602 5.842 -11.452
H 20.119 6.473 -9.982
H 20.715 4.806 -9.992
C 23.940 8.518 -4.576
O 24.727 8.278 -5.504
N 23.713 7.659 -3.553
C 22.812 7.983 -2.422
C 24.652 6.535 -3.454
H 23.253 9.372 -4.480
H 22.807 9.050 -2.200
H 23.005 7.501 -1.464
H 21.826 7.725 -2.808
H 24.974 6.372 -2.426
H 24.208 5.594 -3.778
H 25.554 6.707 -4.040
C 23.220 3.714 -13.354
O 23.635 4.524 -12.479
N 23.405 4.051 -14.642
C 22.692 3.403 -15.669
C 24.154 5.129 -15.092
H 22.555 2.869 -13.122
H 23.316 2.944 -16.436
H 22.092 4.169 -16.159
H 22.069 2.572 -15.335
H 23.843 6.131 -14.794
H 25.171 5.135 -14.702
H 24.285 5.097 -16.174
C 24.941 7.889 -12.678
O 24.890 7.049 -11.803
N 26.114 8.558 -12.875
C 26.250 9.456 -14.010
C 27.173 8.809 -11.871
H 24.129 8.156 -13.372
H 25.609 9.161 -14.841
H 27.184 9.182 -14.500
H 26.303 10.521 -13.783
H 28.041 8.958 -12.514
H 26.768 9.710 -11.411
H 27.201 7.954 -11.196
C 20.554 4.046 -6.251
O 20.635 3.344 -7.255
N 19.390 4.560 -5.732
C 19.306 5.390 -4.545
C 18.094 4.399 -6.409
H 21.409 4.326 -5.616
H 19.470 6.410 -4.894
H 20.143 5.139 -3.893
H 18.408 5.147 -3.978
H 17.756 5.349 -6.824
H 18.245 3.672 -7.207
H 17.324 4.012 -5.742
C 26.783 3.010 -2.254
C 26.928 3.261 -3.773
C 27.161 1.832 -4.368
O 26.796 0.947 -3.351
C 26.967 1.507 -2.067
H 25.792 3.346 -1.949
H 27.521 3.554 -1.664
H 27.689 3.989 -4.055
H 25.952 3.549 -4.164
H 28.234 1.786 -4.554
H 26.599 1.793 -5.302
H 27.976 1.258 -1.738
H 26.308 1.027 -1.343
C 30.813 2.660 -7.665
C 29.503 3.093 -8.292
C 28.398 2.443 -7.590
O 29.034 1.488 -6.814
C 30.345 1.909 -6.440
H 31.512 3.400 -7.276
H 31.404 2.007 -8.307
H 29.768 2.608 -9.231
H 29.422 4.167 -8.463
H 27.596 2.007 -8.186
H 27.821 3.136 -6.977
H 30.972 1.066 -6.149
H 30.078 2.600 -5.640
C 26.071 -1.225 -8.349
C 26.846 -2.453 -8.694
C 27.405 -2.096 -10.007
O 26.394 -1.339 -10.622
C 25.865 -0.483 -9.610
H 26.506 -0.672 -7.516
H 25.079 -1.561 -8.047
H 26.232 -3.354 -8.691
H 27.759 -2.595 -8.114
H 27.608 -2.957 -10.644
H 28.312 -1.508 -10.150
H 24.783 -0.446 -9.736
H 26.344 0.495 -9.561
*
```